[1]
133
Properties=species:S:1:pos:R:3:lowdin_charge:R:1 method="wB97M-V/def2-TZVPD" multiplicity=1 e_homo_ha=-0.3149 charge=0
H 5.47 3.38 -2.75 0.07
N 5.53 2.50 -3.26 0.11
C 4.44 2.33 -3.88 -0.26
C 3.28 3.29 -3.85 -0.12
C 2.42 3.13 -2.60 -0.18
C 1.67 4.22 -2.18 0.03
C 0.88 4.16 -1.03 -0.13
C 0.14 5.42 -0.62 -0.14
C 0.88 6.07 0.57 -0.15
C 0.62 7.58 0.66 -0.21
O 1.73 8.34 1.11 -0.18
C 2.30 7.86 2.29 -0.13
C 0.83 2.96 -0.29 -0.03
C 1.58 1.86 -0.74 -0.07
C 2.36 1.93 -1.89 0.05
C 1.52 0.60 0.03 -0.33
O 1.71 -0.47 -0.51 0.11
C 1.22 0.69 1.46 0.04
C 0.49 1.73 1.88 0.04
C 0.04 2.79 0.96 -0.34
O -0.92 3.46 1.25 0.10
H 4.32 1.45 -4.51 0.11
H 2.66 3.20 -4.73 0.12
H 3.72 4.28 -3.78 0.12
H 1.69 5.15 -2.73 0.13
H 0.17 6.08 -1.48 0.09
H -0.89 5.21 -0.38 0.11
H 0.57 5.55 1.46 0.11
H 1.94 5.90 0.41 0.12
H -0.19 7.75 1.38 0.12
H 0.32 7.96 -0.31 0.11
H 2.99 7.03 2.11 0.08
H 1.55 7.49 3.00 0.09
H 2.87 8.64 2.76 0.08
H 2.91 1.06 -2.20 0.12
H 1.57 -0.08 2.13 0.10
H 0.21 1.81 2.91 0.13
C 0.17 -3.29 0.33 -0.04
N -0.41 -3.56 1.63 -0.18
C -1.26 -4.73 1.82 -0.03
C -0.17 -2.74 2.67 -0.37
O -0.60 -2.90 3.80 0.01
H -0.63 -3.14 -0.40 0.09
H 0.79 -4.13 0.01 0.09
H 0.78 -2.39 0.37 0.05
H -2.25 -4.41 2.16 0.10
H -0.83 -5.38 2.59 0.09
H -1.35 -5.28 0.89 0.05
H 0.48 -1.90 2.41 0.11
C 3.72 -4.88 4.23 -0.06
N 3.95 -3.45 4.06 -0.19
C 5.29 -2.97 3.78 -0.04
C 2.95 -2.57 4.15 -0.35
O 3.05 -1.37 4.00 0.00
H 4.32 -5.27 5.06 0.09
H 4.00 -5.41 3.31 0.09
H 2.67 -5.07 4.44 0.07
H 5.61 -2.27 4.56 0.09
H 5.30 -2.43 2.83 0.09
H 5.98 -3.81 3.74 0.08
H 1.98 -3.05 4.36 0.12
C -3.58 1.78 0.32 -0.06
N -4.33 0.54 0.37 -0.19
C -4.38 -0.21 1.62 -0.03
C -4.98 0.07 -0.70 -0.37
O -5.63 -0.97 -0.73 0.00
H -2.53 1.59 0.56 0.07
H -3.98 2.49 1.04 0.09
H -3.64 2.21 -0.68 0.08
H -3.96 -1.21 1.46 0.09
H -5.41 -0.32 1.96 0.06
H -3.80 0.31 2.38 0.09
H -4.88 0.72 -1.59 0.13
C 2.68 -9.78 2.20 -0.06
N 2.19 -8.59 2.85 -0.19
C 1.38 -7.64 2.09 -0.03
C 2.45 -8.32 4.14 -0.35
O 2.06 -7.33 4.73 0.00
H 3.32 -9.51 1.35 0.09
H 1.85 -10.38 1.83 0.09
H 3.26 -10.38 2.90 0.08
H 1.86 -6.66 2.08 0.08
H 0.40 -7.53 2.55 0.09
H 1.26 -8.00 1.07 0.09
H 3.06 -9.09 4.64 0.13
C -8.33 1.45 5.77 -0.06
N -8.04 0.36 4.87 -0.20
C -9.13 -0.48 4.40 -0.04
C -6.80 0.08 4.45 -0.34
O -6.51 -0.83 3.69 0.01
H -8.78 1.08 6.69 0.09
H -9.02 2.16 5.30 0.09
H -7.41 1.98 6.02 0.08
H -8.96 -1.52 4.70 0.09
H -9.19 -0.45 3.31 0.09
H -10.07 -0.14 4.83 0.08
H -6.04 0.77 4.85 0.14
C -4.17 -8.25 -2.24 -0.06
N -3.50 -8.05 -0.97 -0.20
C -4.07 -8.64 0.24 -0.04
C -2.36 -7.34 -0.86 -0.33
O -1.77 -7.15 0.19 -0.01
H -5.18 -7.83 -2.19 0.09
H -4.23 -9.31 -2.47 0.09
H -3.62 -7.74 -3.03 0.08
H -4.29 -7.86 0.96 0.10
H -3.35 -9.33 0.69 0.09
H -4.98 -9.18 -0.02 0.09
H -2.01 -6.93 -1.82 0.14
C 7.72 1.87 -8.20 -0.06
N 7.14 2.80 -7.26 -0.20
C 7.58 2.78 -5.87 -0.03
C 6.19 3.68 -7.61 -0.36
O 5.66 4.47 -6.85 0.00
H 7.54 0.84 -7.89 0.09
H 8.80 2.04 -8.27 0.09
H 7.28 2.02 -9.19 0.08
H 6.74 2.58 -5.22 0.04
H 8.00 3.75 -5.60 0.10
H 8.34 2.01 -5.73 0.09
H 5.92 3.63 -8.68 0.13
C -2.87 7.49 -5.35 -0.06
N -2.20 7.66 -4.08 -0.20
C -2.79 7.10 -2.88 -0.03
C -1.03 8.32 -3.96 -0.35
O -0.43 8.47 -2.92 0.01
H -3.86 7.94 -5.32 0.09
H -2.98 6.43 -5.59 0.09
H -2.30 7.96 -6.14 0.08
H -2.99 7.90 -2.16 0.10
H -2.09 6.40 -2.43 0.08
H -3.72 6.59 -3.12 0.09
H -0.65 8.71 -4.92 0.13

=====

[2]
47
Properties=species:S:1:pos:R:3:lowdin_charge:R:1 method="wB97M-V/def2-TZVPD" multiplicity=1 e_homo_ha=-0.2588 e_above_lowest_kj_mol=105.4 charge=0
Li 2.00 -1.51 0.55 0.65
N 0.43 -2.93 1.20 0.00
C -0.59 -2.31 2.00 -0.29
C -1.02 -2.99 3.19 -0.04
C -1.95 -2.41 4.03 -0.11
C -2.42 -1.16 3.72 -0.09
C -2.01 -0.44 2.58 -0.10
C -1.06 -0.97 1.71 -0.32
P -0.24 0.00 0.45 1.04
C -0.19 1.66 1.07 -0.37
C 0.11 1.88 2.43 -0.10
C 0.45 3.16 2.83 -0.10
C 0.27 4.23 2.03 -0.10
C -0.20 4.07 0.73 -0.09
C -0.37 2.81 0.24 -0.08
C -1.28 -0.04 -1.00 -0.37
C -2.53 0.59 -0.97 -0.10
C -3.27 0.72 -2.13 -0.11
C -2.85 0.22 -3.31 -0.08
C -1.58 -0.38 -3.37 -0.07
C -0.82 -0.51 -2.24 -0.08
H 1.05 -3.46 1.85 0.11
H 0.09 -3.50 0.45 0.10
H -0.69 -4.02 3.39 0.11
H -2.15 -2.87 5.01 0.12
H -3.16 -0.72 4.48 0.13
H -2.39 0.61 2.45 0.12
H -0.01 1.09 3.17 0.11
H 0.79 3.38 3.84 0.11
H 0.55 5.21 2.35 0.10
H -0.39 4.96 0.10 0.12
H -0.69 2.62 -0.76 0.09
H -2.95 1.11 -0.08 0.12
H -4.29 1.18 -2.02 0.12
H -3.37 0.36 -4.27 0.12
H -1.28 -0.83 -4.34 0.12
H 0.10 -1.09 -2.35 0.10
N 4.33 0.37 -1.86 0.16
C 3.49 -0.63 -1.98 -0.53
O 2.65 -1.03 -1.09 -0.21
C 3.51 -1.31 -3.31 -0.22
C 4.22 -0.63 -4.37 -0.25
N 4.89 -0.08 -5.17 0.10
C 3.03 -2.60 -3.49 -0.28
N 2.72 -3.65 -3.90 0.10
H 4.28 1.06 -1.12 0.12
H 4.77 0.77 -2.70 0.11

=====

[3]
6
Properties=species:S:1:pos:R:3:lowdin_charge:R:1 method="wB97M-V/def2-TZVPD" multiplicity=3 e_homo_ha="-0.3152 / -0.3784" e_above_lowest_kj_mol=0.0 charge=0
C -1.41 0.45 1.75 -0.84
N -2.56 0.37 2.06 0.11
F 2.27 -0.70 -3.41 -0.36
F 0.97 -2.25 -2.16 -0.38
P 1.73 -0.84 -1.95 0.77
S 0.02 0.50 1.00 0.70

=====

[4]
10
Properties=species:S:1:pos:R:3:lowdin_charge:R:1 method="wB97M-V/def2-TZVPD" multiplicity=1 e_homo_ha=-0.3219 e_above_lowest_kj_mol=191.6 charge=0
C 1.55 -0.58 0.14 -0.10
O 0.45 -0.22 -0.64 -0.15
C -0.26 0.83 -0.19 -0.39
N -1.52 0.87 0.03 -0.35
S -2.40 -0.58 -0.12 0.71
H 1.23 -1.08 1.06 0.10
H 2.12 -1.22 -0.58 0.11
H 2.21 0.23 0.44 0.09
H 0.25 1.79 -0.10 0.13
H -3.65 -0.03 -0.03 -0.14

=====

[5]
8
Properties=species:S:1:pos:R:3:lowdin_charge:R:1 method="wB97M-V/def2-TZVPD" multiplicity=1 e_homo_ha=-0.5270 e_above_lowest_kj_mol=3.7 charge=+1
C -0.19 -0.85 0.15 -0.45
C -1.34 0.03 0.26 -0.45
O -2.50 -0.24 -0.14 0.06
Bi 1.41 0.33 -0.76 1.59
H -0.34 -1.65 -0.58 0.08
H 0.22 -1.15 1.13 0.08
H 0.05 1.63 -0.68 -0.04
H -1.22 0.82 1.04 0.12

=====

[6]
184
Properties=species:S:1:pos:R:3:lowdin_charge:R:1 method="wB97M-V/def2-TZVPD" multiplicity=1 e_homo_ha=-0.2976 smiles=CC1(C)CCCC(C)(C)N1O.CC1(C)CCCC(C)(C)N1O.CC1(C)CCCC(C)(C)N1O.CC1(C)CCCC(C)(C)N1O.CC1(C)CCCC(C)(C)N1O.CC(C)O.CC(C)O.OCCO charge=0
C 16.52 13.98 10.05 -0.01
C 17.25 13.69 11.36 -0.54
C 16.17 13.48 12.40 -0.03
C 18.11 12.44 11.26 -0.13
C 19.42 12.65 10.52 -0.19
C 20.24 13.67 11.24 -0.15
C 19.45 14.97 11.28 -0.49
C 20.13 15.94 12.34 -0.01
C 19.44 15.70 9.91 -0.01
N 18.17 14.67 11.91 -0.05
O 17.52 15.99 11.97 -0.05
H 17.12 13.96 9.15 0.08
H 15.80 13.14 10.03 0.08
H 15.87 14.87 10.02 0.08
H 15.54 12.66 12.12 0.08
H 16.66 13.32 13.37 0.08
H 15.47 14.31 12.50 0.05
H 18.42 12.04 12.26 0.14
H 17.54 11.66 10.73 0.13
H 19.84 11.63 10.47 0.12
H 19.27 12.99 9.51 0.09
H 21.19 13.85 10.78 0.12
H 20.43 13.40 12.27 0.12
H 19.82 15.65 13.36 0.08
H 19.78 16.94 12.17 0.05
H 21.21 15.92 12.21 0.09
H 18.60 16.46 10.01 0.10
H 19.23 15.04 9.03 0.08
H 20.39 16.19 9.76 0.07
H 16.72 15.71 12.41 0.06
C 18.11 15.49 17.47 -0.06
C 18.75 14.24 16.95 -0.51
C 18.28 14.13 15.50 -0.02
C 20.26 14.50 17.12 -0.10
C 21.05 13.15 16.83 -0.14
C 20.68 12.18 17.95 -0.14
C 19.20 11.80 17.82 -0.52
C 18.86 10.89 16.62 -0.02
C 18.75 11.06 19.07 -0.05
N 18.42 13.09 17.87 -0.03
O 17.00 12.88 17.59 -0.07
H 18.49 16.40 16.94 0.09
H 17.04 15.47 17.26 0.05
H 18.24 15.74 18.56 0.10
H 17.36 13.52 15.39 0.07
H 18.11 15.12 15.06 0.08
H 19.07 13.56 15.00 0.07
H 20.56 15.16 16.37 0.09
H 20.52 14.88 18.11 0.13
H 20.71 12.72 15.86 0.09
H 22.13 13.36 16.82 0.11
H 20.99 12.47 18.91 0.11
H 21.18 11.22 17.80 0.12
H 17.79 10.84 16.47 0.07
H 19.34 9.94 16.77 0.08
H 19.29 11.28 15.64 0.09
H 19.50 10.30 19.29 0.09
H 17.75 10.57 18.95 0.09
H 18.73 11.78 19.88 0.09
H 16.62 12.69 18.47 0.10
C 15.61 18.02 20.20 -0.02
C 15.03 16.74 20.82 -0.48
C 15.96 15.62 20.31 -0.04
C 15.02 16.81 22.40 -0.13
C 14.48 15.53 22.97 -0.18
C 12.97 15.42 22.53 -0.14
C 12.79 15.44 21.04 -0.49
C 13.01 14.10 20.32 -0.03
C 11.31 15.84 20.71 -0.04
N 13.63 16.56 20.45 -0.09
O 13.43 16.60 19.05 -0.04
H 16.45 18.35 20.77 0.06
H 16.08 17.72 19.21 0.08
H 14.83 18.81 20.07 0.11
H 16.06 15.69 19.24 0.03
H 17.02 15.74 20.61 0.10
H 15.66 14.61 20.54 0.05
H 15.92 17.06 22.91 0.10
H 14.33 17.61 22.65 0.12
H 14.98 14.65 22.62 0.09
H 14.35 15.57 24.08 0.12
H 12.47 16.25 23.03 0.11
H 12.50 14.47 22.96 0.14
H 12.16 13.42 20.50 0.08
H 13.91 13.59 20.65 0.06
H 13.00 14.25 19.21 0.08
H 11.18 15.96 19.66 0.05
H 11.10 16.88 21.07 0.10
H 10.61 15.09 21.11 0.08
H 13.99 15.98 18.57 0.05
C 10.48 11.50 10.46 -0.03
C 11.54 12.62 10.50 -0.52
C 12.87 12.00 10.83 -0.02
C 11.58 13.26 9.10 -0.13
C 12.34 14.60 8.98 -0.17
C 11.71 15.44 10.03 -0.17
C 11.69 14.92 11.47 -0.47
C 13.07 14.91 12.17 -0.01
C 10.78 15.94 12.23 -0.02
N 10.97 13.65 11.40 -0.12
O 10.75 13.09 12.63 -0.04
H 9.47 11.97 10.50 0.10
H 10.63 10.91 9.52 0.09
H 10.72 10.76 11.22 0.08
H 12.96 11.11 10.21 0.09
H 13.61 12.74 10.67 0.04
H 12.95 11.63 11.87 0.10
H 11.98 12.41 8.47 0.13
H 10.64 13.54 8.69 0.11
H 13.42 14.58 9.18 0.09
H 12.14 14.99 7.96 0.13
H 10.67 15.58 9.78 0.12
H 12.10 16.44 10.00 0.12
H 13.23 13.99 12.72 0.06
H 13.19 15.71 12.85 0.05
H 13.86 14.92 11.36 0.08
H 11.23 16.93 12.12 0.08
H 10.75 15.72 13.34 0.09
H 9.77 15.93 11.84 0.08
H 11.57 13.19 13.14 0.07
C 15.68 18.50 16.34 -0.02
C 15.70 18.89 14.84 -0.52
C 14.84 17.80 14.14 -0.04
C 15.03 20.19 14.62 -0.15
C 15.95 21.35 15.00 -0.19
C 17.33 21.22 14.45 -0.14
C 18.04 19.86 14.62 -0.49
C 19.16 19.71 13.66 -0.05
C 18.68 19.71 16.08 -0.01
N 17.04 18.85 14.23 -0.06
O 17.63 17.57 14.46 -0.05
H 16.26 19.19 16.97 0.07
H 14.69 18.47 16.73 0.08
H 16.28 17.62 16.46 0.06
H 15.13 16.81 14.48 0.07
H 13.80 18.10 14.32 0.09
H 14.93 17.92 13.05 0.09
H 14.73 20.34 13.57 0.13
H 14.12 20.30 15.21 0.13
H 15.62 22.25 14.55 0.11
H 16.00 21.38 16.05 0.10
H 17.96 22.02 14.87 0.13
H 17.20 21.41 13.37 0.13
H 19.87 19.03 14.03 0.06
H 19.66 20.64 13.47 0.08
H 18.75 19.39 12.67 0.11
H 19.66 20.16 16.19 0.07
H 18.86 18.65 16.31 0.07
H 18.06 20.20 16.82 0.06
H 17.79 17.10 13.64 0.05
C 11.87 9.36 17.02 -0.05
C 13.25 9.99 16.90 -0.52
C 14.36 9.00 17.32 -0.06
O 13.67 10.38 15.61 -0.07
H 11.57 9.21 18.03 0.05
H 11.78 8.39 16.42 0.11
H 11.05 10.00 16.64 0.07
H 13.39 10.85 17.59 0.12
H 15.34 9.59 17.36 0.08
H 14.52 8.20 16.60 0.07
H 14.08 8.60 18.33 0.09
H 13.21 11.23 15.36 0.06
C 8.12 14.08 14.70 -0.04
C 9.19 13.55 15.68 -0.46
C 8.64 13.33 17.09 -0.05
O 9.66 12.28 15.22 -0.08
H 7.44 13.31 14.40 0.07
H 8.65 14.31 13.77 0.06
H 7.51 14.88 15.14 0.09
H 10.02 14.30 15.61 0.13
H 7.90 12.49 17.14 0.10
H 8.21 14.30 17.53 0.11
H 9.50 13.05 17.69 0.06
H 9.54 12.07 14.27 0.11
O 12.29 12.72 15.09 -0.10
C 12.77 13.36 16.21 -0.27
C 14.00 14.11 15.90 -0.21
O 14.56 14.70 17.07 -0.08
H 11.30 12.57 15.09 0.06
H 12.05 14.12 16.58 0.14
H 12.91 12.67 17.02 0.10
H 13.78 14.85 15.11 0.11
H 14.77 13.47 15.41 0.13
H 15.46 14.29 17.14 0.06

=====

[7]
22
Properties=species:S:1:pos:R:3:lowdin_charge:R:1 method="wB97M-V/def2-TZVPD" multiplicity=1 e_homo_ha=-0.4845 smiles="N[C@]1(c2nncs2)C=CNC(=[NH2+])N1" e_above_lowest_kj_mol=0.0 charge=+1
N 0.27 -1.88 -1.36 0.08
C 0.20 -0.84 -0.38 -0.44
C 1.72 -0.10 -0.33 -0.49
N 1.73 1.22 -0.45 -0.02
N 2.91 1.78 -0.16 -0.05
C 3.77 0.96 0.21 -0.42
S 3.23 -0.74 0.20 1.05
C -0.15 -1.28 1.07 0.01
C -1.11 -0.66 1.78 -0.05
N -2.01 0.29 1.19 0.13
C -1.79 0.61 -0.07 -0.38
N -2.57 1.51 -0.69 0.23
N -0.87 0.05 -0.81 0.18
H 0.37 -1.54 -2.33 0.12
H -0.56 -2.45 -1.41 0.09
H 4.68 1.27 0.66 0.07
H 0.29 -2.21 1.43 0.13
H -1.13 -0.84 2.87 0.14
H -2.48 0.86 2.00 0.23
H -3.37 1.86 -0.16 0.15
H -2.47 1.60 -1.64 0.10
H -0.65 0.55 -1.62 0.14

=====

[8]
19
Properties=species:S:1:pos:R:3:lowdin_charge:R:1 method="wB97M-V/def2-TZVPD" multiplicity=4 e_homo_ha="-0.6798 / -0.7182" e_above_lowest_kj_mol=0.0 charge=+2
Re 0.43 1.79 -0.49 1.97
O -3.06 1.57 1.74 0.30
C -1.87 1.42 1.32 -0.38
O -1.52 1.65 0.14 -0.04
C -0.87 0.89 2.31 0.00
O 0.27 0.64 1.50 -0.25
C 1.51 0.13 2.00 0.00
C 2.44 0.06 0.81 -0.37
O 3.49 -0.41 0.73 0.30
O 1.83 0.64 -0.41 -0.20
H -3.69 1.91 1.07 0.21
H -0.68 1.63 3.10 0.18
H -1.25 -0.03 2.77 0.18
H 1.94 0.78 2.76 0.17
H 1.38 -0.88 2.39 0.18
O 1.75 2.99 -1.62 -0.02
C 1.42 3.98 -0.93 -0.28
O 0.52 3.70 -0.03 -0.12
H 1.83 4.98 -1.07 0.19

=====

Repeat the fifth record exactly.
8
Properties=species:S:1:pos:R:3:lowdin_charge:R:1 method="wB97M-V/def2-TZVPD" multiplicity=1 e_homo_ha=-0.5270 e_above_lowest_kj_mol=3.7 charge=+1
C -0.19 -0.85 0.15 -0.45
C -1.34 0.03 0.26 -0.45
O -2.50 -0.24 -0.14 0.06
Bi 1.41 0.33 -0.76 1.59
H -0.34 -1.65 -0.58 0.08
H 0.22 -1.15 1.13 0.08
H 0.05 1.63 -0.68 -0.04
H -1.22 0.82 1.04 0.12